Density functional theory data (ωB97M-V with the def2-TZVPD basis set) for a 12-piece molecular cluster, C37H76BFO12 overall at a distorted geometry.

```
127
Properties=species:S:1:pos:R:3:forces:R:3:mulliken_charge:R:1
C 7.01464 -1.87890 2.05269 -0.056 0.111 0.222 -0.58
O 6.63496 -2.52968 0.85263 -0.105 0.138 0.007 -0.42
C 5.22906 -2.62741 0.65128 0.074 -0.164 -0.091 0.07
C 4.59358 -1.30850 0.17717 0.062 0.103 -0.270 -0.69
C 3.09825 -1.17332 0.56526 -0.150 0.074 -0.209 -0.11
B 2.86414 -1.26234 2.10693 -0.539 -0.598 0.262 0.45
F 2.25718 -2.37108 2.65181 0.516 0.899 -0.518 -0.31
H 6.14589 -1.42140 2.56585 0.350 -0.173 -0.183 0.20
H 7.74320 -1.07765 1.84191 -0.252 -0.305 0.010 0.26
H 7.48327 -2.60896 2.73755 -0.179 0.263 -0.202 0.25
H 4.75461 -2.98568 1.58661 0.067 0.112 -0.193 0.19
H 5.09969 -3.40892 -0.11413 -0.034 0.266 0.373 0.02
H 4.67592 -1.25478 -0.92348 0.065 0.049 0.456 0.33
H 5.16918 -0.45183 0.57046 -0.236 -0.336 0.002 0.38
H 2.49259 -1.92200 0.02185 0.248 0.171 0.191 -0.11
H 2.74856 -0.17549 0.23517 0.078 -0.371 0.143 0.23
H 3.16395 -0.40732 2.88583 0.112 -0.160 0.015 -0.09
C -0.42348 2.12320 3.81590 0.113 -0.018 0.123 -1.16
C 0.08047 1.85527 2.42012 -0.271 0.024 0.353 0.93
O 1.25309 1.64105 2.21250 0.320 -0.131 -0.170 -0.60
C -0.95008 1.86827 1.34007 0.034 -0.216 -0.392 -0.13
H 0.40273 2.08796 4.52310 -0.011 0.008 -0.003 0.36
H -0.90085 3.10418 3.85654 -0.057 -0.017 0.000 0.38
H -1.17786 1.38133 4.08459 -0.042 0.051 -0.027 0.08
H -1.43536 2.84497 1.30079 -0.087 -0.044 0.020 -0.08
H -1.71202 1.10857 1.53856 0.041 0.171 0.074 -0.05
H -0.48530 1.66687 0.37851 -0.024 0.025 -0.038 0.30
C 5.98376 -7.06199 -0.84320 -0.086 0.135 0.133 -0.98
C 5.69828 -6.09523 -1.96430 0.023 0.076 0.038 0.91
O 5.19367 -5.01301 -1.75221 -0.065 -0.160 -0.091 -0.57
C 6.06736 -6.53532 -3.35766 -0.085 0.180 -0.060 -1.13
H 5.68018 -6.61590 0.10247 0.030 0.000 -0.010 0.21
H 5.43070 -7.98757 -1.01029 0.102 -0.047 -0.078 0.19
H 7.04948 -7.29397 -0.80651 -0.013 -0.065 -0.051 0.40
H 5.51709 -7.44136 -3.61606 0.083 -0.065 0.050 0.29
H 7.13616 -6.74899 -3.41318 -0.017 -0.085 0.015 0.35
H 5.81990 -5.74435 -4.06295 0.024 -0.009 0.011 0.29
C 0.03194 6.29176 -1.30299 -0.131 -0.019 -0.072 -0.99
C 0.00591 4.84190 -0.89020 -0.045 -0.035 0.031 0.98
O -0.96044 4.14091 -1.10614 0.103 0.086 0.044 -0.40
C 1.23466 4.31078 -0.20287 -0.052 -0.165 -0.044 -1.11
H -0.90766 6.55369 -1.78482 0.012 -0.001 0.022 -0.07
H 0.17753 6.92827 -0.42799 0.073 0.001 -0.011 0.49
H 0.86132 6.46160 -1.99290 0.033 0.013 0.039 0.44
H 1.42435 4.87009 0.71554 0.063 0.048 -0.036 0.35
H 2.09831 4.42492 -0.86103 0.022 0.082 0.036 0.42
H 1.10683 3.25886 0.03837 0.036 0.021 0.023 -0.03
C -5.31488 -0.41172 4.06017 0.025 0.112 -0.102 -1.51
C -3.88131 -0.24575 3.61994 0.175 0.102 0.006 0.77
O -3.53103 0.69713 2.93752 -0.191 -0.142 0.284 -0.36
C -2.89815 -1.30406 4.05181 -0.013 0.087 -0.144 -0.87
H -5.91749 0.40820 3.67526 0.010 -0.014 0.006 0.31
H -5.71194 -1.35925 3.69087 0.016 -0.023 0.045 0.36
H -5.37049 -0.42613 5.15004 0.011 -0.062 0.000 0.42
H -3.22633 -2.27358 3.66912 0.000 -0.020 0.040 0.52
H -2.82583 -1.37431 5.13750 -0.083 0.017 0.009 0.41
H -1.91617 -1.06780 3.64885 0.011 -0.036 -0.025 -0.06
C -5.74367 1.15879 -1.29852 -0.052 -0.099 -0.182 -0.89
C -5.84740 -0.20151 -0.65628 -0.012 -0.186 0.076 0.62
O -6.84883 -0.87195 -0.77668 0.084 0.008 0.050 -0.58
C -4.65276 -0.67877 0.14105 -0.302 -0.025 -0.060 -0.39
H -6.66155 1.38385 -1.83755 0.025 -0.019 0.013 0.33
H -5.57341 1.91186 -0.53528 0.109 0.159 0.137 0.06
H -4.89630 1.18348 -1.98690 0.025 0.045 0.051 0.34
H -4.45312 0.00838 0.96812 0.079 0.002 -0.215 -0.13
H -3.76442 -0.72650 -0.49091 0.056 0.096 0.079 0.31
H -4.86063 -1.67054 0.54109 0.005 0.011 -0.031 0.32
C 0.83150 3.56739 -6.59994 0.129 0.024 0.014 -1.19
C 0.82282 3.96978 -5.14464 0.068 0.026 0.037 0.86
O 1.84148 4.29456 -4.57110 -0.113 -0.009 -0.058 -0.58
C -0.51102 3.96014 -4.44992 0.182 0.084 0.078 -0.19
H 1.84439 3.61821 -6.99352 -0.021 -0.002 0.005 0.33
H 0.44573 2.55205 -6.70807 -0.044 0.015 -0.010 0.32
H 0.17792 4.23129 -7.16884 -0.041 -0.028 0.008 0.28
H -0.94406 2.95827 -4.47236 -0.052 0.021 -0.071 0.41
H -1.19674 4.64937 -4.94622 -0.051 -0.121 -0.049 0.03
H -0.37727 4.26368 -3.41766 -0.076 -0.049 0.009 -0.29
C -0.53318 -3.63753 1.58220 -0.090 0.047 0.055 -0.72
C -0.82060 -2.76972 0.38274 -0.056 0.127 0.024 0.91
O -1.39506 -1.70774 0.48360 0.072 -0.141 0.027 -0.43
C -0.35753 -3.29320 -0.95478 -0.046 0.111 -0.050 -1.26
H -0.91009 -3.15894 2.48396 0.018 -0.011 -0.018 -0.05
H -1.00891 -4.61264 1.45768 0.012 -0.014 -0.021 0.44
H 0.54015 -3.79909 1.68142 0.023 -0.015 -0.026 0.18
H -0.82504 -4.25796 -1.16092 0.025 -0.025 0.017 0.40
H 0.72336 -3.44311 -0.94293 0.019 -0.047 0.010 0.25
H -0.61848 -2.58514 -1.73830 0.011 -0.020 0.015 0.27
C -2.55693 8.60726 -6.32766 0.022 -0.089 -0.085 -1.23
C -2.58445 7.38927 -5.43765 -0.026 -0.096 0.035 0.90
O -2.45863 6.27084 -5.88657 -0.011 0.180 -0.035 -0.58
C -2.78013 7.63056 -3.96149 0.007 -0.131 -0.012 -1.04
H -2.41256 8.30553 -7.36252 -0.003 0.009 0.020 0.32
H -3.49367 9.15927 -6.23333 0.017 0.028 0.032 0.35
H -1.74776 9.27339 -6.02298 -0.028 0.025 0.026 0.33
H -3.72333 8.15066 -3.78569 0.021 0.042 0.003 0.40
H -1.97879 8.26408 -3.57612 -0.027 0.038 -0.001 0.36
H -2.78783 6.68278 -3.42704 0.000 0.023 -0.004 0.16
C 2.20864 -8.16652 -1.00734 0.119 -0.030 0.026 -1.04
C 2.64221 -8.58897 -2.38961 0.064 -0.010 -0.047 0.92
O 3.77843 -8.93869 -2.62436 -0.148 0.049 0.059 -0.56
C 1.58897 -8.54871 -3.46834 0.096 -0.041 -0.063 -1.20
H 3.04457 -8.23580 -0.31501 -0.020 0.003 -0.010 0.24
H 1.84051 -7.13911 -1.03113 -0.035 -0.007 -0.007 0.24
H 1.39433 -8.80539 -0.66086 -0.033 0.030 -0.015 0.41
H 1.19781 -7.53469 -3.56913 -0.033 -0.006 0.026 0.31
H 0.75565 -9.20122 -3.20180 -0.024 0.035 0.017 0.36
H 2.01716 -8.87103 -4.41457 -0.012 0.007 0.018 0.32
C 0.50014 -3.26535 7.61649 -0.139 0.077 0.001 -1.25
C 0.26756 -2.18524 6.58495 -0.212 0.171 -0.070 0.79
O -0.78024 -1.57386 6.52578 0.279 -0.218 0.074 -0.55
C 1.39973 -1.90733 5.62948 -0.144 0.079 0.032 -0.63
H -0.38235 -3.37445 8.24258 0.015 0.000 -0.007 0.33
H 0.71941 -4.21359 7.12222 0.043 0.014 -0.003 0.32
H 1.36070 -3.01016 8.23758 0.024 -0.019 -0.031 0.35
H 1.65269 -2.81146 5.07402 0.061 0.014 0.034 0.24
H 2.28325 -1.59466 6.18903 0.051 -0.057 -0.019 0.42
H 1.11953 -1.12281 4.92937 0.002 -0.027 0.026 -0.03
C -5.90813 5.64457 0.95848 -0.012 0.121 -0.042 -1.11
C -4.47671 5.95112 0.58652 0.029 0.031 -0.057 0.66
O -4.16960 6.99164 0.04851 -0.037 -0.101 0.050 -0.59
C -3.45253 4.89297 0.91350 0.106 0.302 0.033 -0.41
H -6.54999 6.47508 0.67352 0.007 -0.018 0.006 0.33
H -6.23862 4.73531 0.45307 0.010 -0.031 0.031 0.24
H -5.98604 5.47193 2.03356 0.004 -0.047 -0.009 0.34
H -3.69037 3.96487 0.39976 -0.051 -0.157 -0.010 0.24
H -3.44340 4.69764 1.98830 -0.062 -0.071 -0.017 0.37
H -2.47229 5.22931 0.58761 -0.017 -0.035 0.014 -0.11
```
Forces are in eV/Å.

net charge = 0
HOMO level = -9.21 eV
gap between HOMO and LUMO = 9.51 eV
energy relative to the best compared isomer or geometry (same formula, charge and spin) = 0.000 eV
E_LUMO = 0.305 eV
SMILES = CC(C)=O.CC(C)=O.CC(C)=O.CC(C)=O.CC(C)=O.CC(C)=O.CC(C)=O.CC(C)=O.CC(C)=O.CC(C)=O.CC(C)=O.COCCCBF